# 1
The following is a quantum chemistry calculation of a cluster of 7 separate species, C5H24NO7 in total in a non-equilibrium geometry, from OMol25.

Last column: Mulliken charge in e.
Cartesian coordinates (Å):
C -1.6030 0.1544 -1.1580  -1.26
C -0.5757 -0.4691 -0.2227  -0.10
C -0.8310 -1.9946 -0.2071  -0.63
C 0.1659 -2.7652 0.6460  -0.73
C 0.6586 -2.1497 1.9605  0.07
O 1.1997 -1.0831 2.0731  -0.49
N 0.7647 -0.2669 -0.8630  0.17
H -1.4489 -0.3583 -2.1021  0.40
H -1.3747 1.2085 -1.3271  0.27
H -2.5924 0.0585 -0.7409  0.40
H -0.6115 -0.2198 0.8223  0.20
H -0.9511 -2.3219 -1.2408  0.30
H -1.8046 -2.1958 0.2356  0.36
H 1.1328 -2.9952 0.1682  0.35
H -0.2139 -3.7506 0.9135  0.44
H 0.6006 -2.9339 2.7349  0.38
H 0.6329 -0.5165 -1.8456  0.39
H 1.4961 -0.8203 -0.4143  0.30
H 0.9607 0.7506 -0.8869  0.34
H -0.4255 4.0940 0.4012  0.32
H -0.0505 3.0211 1.2983  0.29
O 0.3657 3.5847 0.6253  -0.58
H 3.2726 -0.8101 0.9532  0.30
H 4.3405 -1.2342 0.1449  0.30
O 3.3808 -1.3826 0.1716  -0.63
H -1.0038 3.1337 3.7516  0.29
H -0.0616 1.8893 3.1705  0.33
O -0.9014 2.3522 3.2087  -0.64
H -2.3790 1.0655 2.2626  0.27
H -3.4313 0.2673 1.3520  0.28
O -2.5128 0.3519 1.6253  -0.54
H 0.3239 -0.0818 -4.5099  0.26
H -0.6858 -1.2238 -4.0737  0.30
O -0.1922 -0.4491 -3.7878  -0.62
H 1.1101 2.8766 -2.3446  0.30
H 1.8042 2.9601 -1.1167  0.25
O 1.4408 2.2540 -1.6782  -0.66

Forces on the atoms, in the same order (eV/Å):
C 0.943 0.383 0.498
C -0.772 -1.964 -0.603
C -0.150 0.541 0.297
C 0.711 -0.357 0.218
C -0.212 -1.243 -0.993
O -0.127 0.310 0.275
N -0.876 0.540 0.433
H -0.700 0.156 -0.057
H -0.181 0.068 0.049
H -0.178 -0.109 -0.208
H 0.357 1.070 -0.143
H 0.491 -0.449 -0.025
H -0.198 0.410 0.057
H -0.151 0.183 -0.298
H -0.229 0.019 -0.132
H 0.198 0.598 0.705
H 0.372 -0.208 -0.264
H 0.330 0.237 -0.151
H 0.424 -0.235 -0.013
H 0.352 0.335 -0.364
H 0.431 -0.095 0.132
O -0.886 -0.117 0.353
H -0.931 -0.384 0.020
H 0.000 -0.659 -0.934
O 0.844 1.034 0.983
H 0.923 -0.100 0.335
H 0.261 0.605 0.902
O -1.151 -0.665 -1.296
H -0.415 0.052 0.018
H -0.009 0.409 0.502
O 0.174 -0.303 -0.007
H -0.126 -0.322 -0.304
H 0.202 0.101 -0.490
O 0.222 0.101 0.590
H -0.387 -0.791 -0.459
H 0.066 -0.687 0.753
O 0.375 1.535 -0.380

charge: +1
calculated total energy: -786.11266 Ha
energy relative to the best compared isomer or geometry (same formula, charge and spin): 16.8 kcal per mole


# 2
The following is a quantum chemistry calculation of a structure of composition C43H77NO40PS8 in a non-equilibrium geometry, from OMol25.

Last column: Mulliken charge in e.
Cartesian coordinates (Å):
C 11.2657 -0.2178 4.8513  -0.64
C 10.8488 -0.8092 3.7070  -0.43
C 10.4978 -1.3272 2.1833  0.19
C 9.1565 -2.2362 2.2227  -0.48
C 7.7597 -1.4161 2.2771  -0.87
C 7.3315 -0.6933 0.8747  0.56
C 8.0377 0.7439 0.4923  -0.27
C 8.5650 1.6057 1.7623  -0.19
C 7.3925 2.6240 2.3296  -0.94
C 6.7239 2.1386 3.7263  0.20
C 5.1685 2.7050 3.7012  0.15
O 4.2981 1.8360 2.9121  -0.19
C 3.4777 1.0110 3.7962  -0.20
O 5.9683 -0.2022 1.2527  -0.10
C 4.9362 -0.3784 0.2579  -0.55
O 3.7310 -0.0651 0.5780  -0.60
C 5.5504 -1.0360 -1.1361  0.51
C 5.7763 0.2823 -2.0733  -1.11
O 4.8653 1.3990 -1.7692  -0.12
N 3.8353 1.4597 -2.6359  0.29
O 3.5046 2.6456 -2.6305  -0.52
O 4.9327 -2.2221 -1.6699  -0.19
C 3.8156 -2.0128 -2.5524  -0.95
C 2.3853 -1.6913 -1.7886  1.29
C 1.2323 -2.0690 -2.9171  -1.26
C 2.1110 -2.6911 -0.5329  -0.75
C 0.5839 -2.4816 0.0655  0.40
C 0.2861 -0.9619 0.5520  -0.35
C 0.4992 -3.4273 1.4184  -1.14
C 6.8915 -1.6761 -0.3863  1.51
C 6.3666 -3.1867 0.0064  0.33
O 5.5035 -3.4238 0.9839  -0.71
O 6.7729 -4.3766 -0.7253  -0.80
P 8.2979 -1.7186 -1.7228  -0.12
C 7.5668 -2.2368 -3.4365  -0.94
C 9.5939 -3.0493 -1.3568  -0.75
C 11.0667 -2.3921 -0.9731  -0.62
H 11.8343 0.2490 5.7409  0.35
H 11.4617 -1.9113 1.8473  0.37
H 10.4370 -0.4118 1.4533  0.09
H 9.0650 -3.0221 1.3798  0.07
H 9.2117 -2.8525 3.2246  0.48
H 7.8599 -0.6553 3.1701  0.02
H 6.9504 -2.1785 2.6634  0.41
H 8.9422 0.6328 -0.2325  0.29
H 7.1681 1.3867 0.0275  -0.04
H 9.3862 2.3350 1.3330  0.34
H 9.0928 1.0072 2.5946  -0.07
H 6.5333 2.7904 1.5711  0.29
H 7.9348 3.6424 2.5639  0.32
H 6.6473 0.9946 3.8685  -0.07
H 7.2347 2.7020 4.6033  0.40
H 5.2364 3.7177 3.1025  0.35
H 4.7666 2.9689 4.7532  -0.79
H 3.0330 1.6573 4.6486  0.20
H 2.5938 0.6076 3.1686  -0.11
H 4.1626 0.1772 4.2428  0.20
H 6.8568 0.7294 -2.0002  0.26
H 5.6319 0.0647 -3.2212  0.55
H 3.9554 -1.2636 -3.4205  0.19
H 3.6143 -3.0503 -3.0775  0.40
H 2.2394 -0.5686 -1.5567  -0.16
H 1.0775 -3.2358 -2.8949  0.30
H 0.2509 -1.4753 -2.7752  0.21
H 1.7384 -1.8631 -3.9611  0.31
H 2.9153 -2.6375 0.2986  0.05
H 2.1004 -3.7800 -0.9822  0.39
H -0.2319 -2.8763 -0.6539  0.31
H 0.6133 -0.1409 -0.1983  0.17
H -0.8751 -0.8430 0.6786  -0.01
H 0.7392 -0.7644 1.6198  0.03
H -0.5977 -3.6052 1.7618  0.27
H 1.0244 -2.8605 2.2919  0.26
H 1.0660 -4.4333 1.2281  0.34
H 8.4289 -2.6932 -4.0744  0.45
H 7.1494 -1.2983 -3.9664  0.21
H 6.7625 -3.0888 -3.3205  0.16
H 9.2927 -3.8640 -0.5971  0.52
H 9.7967 -3.6194 -2.3673  0.50
H 11.4276 -2.9994 -0.0413  0.10
H 11.8290 -2.6515 -1.8293  0.32
H 11.0187 -1.2504 -0.7992  0.19
C 1.6021 2.6615 -5.7596  -0.27
C 0.9572 1.5535 -4.9379  -0.23
O -0.3949 1.4951 -5.3879  -0.31
S -0.4466 1.8973 -6.9667  1.14
O -0.4647 0.6838 -7.7412  -0.63
O -1.4151 2.9501 -7.1398  -0.43
O 1.0429 2.5382 -7.0678  -0.29
H 1.3377 3.6482 -5.3673  0.29
H 2.6890 2.5663 -5.7989  0.32
H 0.9994 1.7516 -3.8655  0.26
H 1.4240 0.5856 -5.1471  0.19
C -0.3612 5.3437 -11.3436  -0.35
C -0.2218 6.6732 -10.6105  -0.40
O -0.5568 6.3876 -9.2545  -0.32
S -0.1034 4.8600 -8.9065  1.17
O 1.1763 4.9115 -8.2542  -0.57
O -1.2386 4.1590 -8.3568  -0.47
O 0.1279 4.3560 -10.4369  -0.30
H -1.4106 5.1195 -11.5579  0.28
H 0.2112 5.3237 -12.2734  0.31
H -0.8805 7.4434 -11.0158  0.31
H 0.8129 7.0301 -10.6351  0.29
C -3.8098 1.2887 0.8605  -0.06
C -4.7305 1.9261 1.8929  -0.42
O -4.8248 0.9703 2.9478  -0.30
S -3.4199 0.1546 3.0515  1.09
O -2.6270 0.7565 4.0895  -0.55
O -3.7073 -1.2522 3.0032  -0.56
O -2.8050 0.6085 1.6155  -0.22
H -4.3408 0.5505 0.2624  0.20
H -3.3540 2.0301 0.2008  0.33
H -5.7179 2.1509 1.4870  0.32
H -4.2896 2.8400 2.3038  0.32
C -8.1745 -1.2926 -1.8175  0.22
C -6.7777 -1.8919 -1.9143  -0.34
O -5.9475 -0.8271 -2.3762  -0.33
S -6.5248 0.5811 -1.8030  0.89
O -5.7757 0.9272 -0.6221  -0.39
O -6.7026 1.4821 -2.9067  -0.58
O -7.9842 0.0380 -1.3354  -0.30
H -8.6475 -1.2336 -2.8025  0.25
H -8.8186 -1.8556 -1.1393  -0.15
H -6.7349 -2.7395 -2.6002  0.34
H -6.4126 -2.2021 -0.9300  0.29
C -9.9447 -5.9542 1.0084  -0.41
C -9.7278 -4.8767 2.0633  -0.41
O -9.8414 -3.6399 1.3613  -0.06
S -10.9061 -3.8189 0.1453  1.06
O -12.1823 -3.3246 0.5886  -0.54
O -10.2802 -3.3845 -1.0746  -0.62
O -10.9631 -5.4444 0.1490  -0.35
H -9.0411 -6.1091 0.4112  0.30
H -10.2567 -6.9043 1.4470  0.33
H -8.7523 -4.9574 2.5460  0.40
H -10.5137 -4.9060 2.8247  0.27
C 2.0621 5.0204 6.8703  -0.30
C 2.7094 5.6257 8.1098  -0.41
O 3.8384 4.7976 8.3816  -0.34
S 4.4266 4.2261 6.9758  1.15
O 5.5277 5.0602 6.5772  -0.55
O 4.5240 2.7968 7.0727  -0.51
O 3.1459 4.5972 6.0444  -0.24
H 1.4654 4.1398 7.1269  0.28
H 1.4362 5.7400 6.3385  0.30
H 2.0318 5.6464 8.9651  0.31
H 3.0735 6.6384 7.9099  0.30
C -14.6450 -1.0606 -1.0482  -0.27
C -14.5864 -1.0069 0.4729  -0.24
O -15.5286 -0.0023 0.8464  -0.33
S -16.7498 0.0036 -0.2285  1.08
O -17.8320 -0.7710 0.3161  -0.54
O -16.9174 1.3435 -0.7181  -0.53
O -16.0218 -0.8829 -1.3814  -0.33
H -14.0778 -0.2380 -1.4942  0.32
H -14.2769 -2.0101 -1.4418  0.26
H -13.5904 -0.7575 0.8423  0.28
H -14.9106 -1.9547 0.9137  0.30
C -10.1267 0.1446 4.8660  -0.37
C -10.4672 -0.9136 5.9081  -0.40
O -10.4363 -2.1535 5.2030  -0.31
S -9.3212 -2.0626 4.0205  1.15
O -8.1069 -2.6644 4.5003  -0.65
O -9.9430 -2.4409 2.7767  -0.39
O -9.1281 -0.4475 4.0359  -0.25
H -10.9948 0.3770 4.2416  0.26
H -9.7496 1.0636 5.3193  0.31
H -11.4470 -0.7520 6.3607  0.32
H -9.7060 -0.9526 6.6937  0.32

Forces on the atoms, in the same order (eV/Å):
C -1.834 -3.537 -7.092
C 2.729 3.981 5.506
C 0.747 0.180 1.090
C -0.428 -0.468 0.752
C 0.858 -0.514 0.786
C -2.365 0.417 0.331
C 0.522 -0.181 0.412
C -0.202 1.553 -0.755
C 0.884 -0.482 1.003
C -1.596 1.129 -0.144
C 1.226 0.927 -0.892
O -0.164 0.655 2.329
C 0.062 -0.098 -0.054
O -1.989 -0.518 -2.333
C -3.325 0.547 2.988
O 5.947 -1.578 -2.042
C 1.319 0.643 2.719
C 0.852 -0.888 -1.742
O 1.358 -1.733 -0.031
N -0.031 4.493 0.585
O -0.547 -3.251 -0.745
O -0.676 2.958 -0.889
C -2.433 -1.099 -0.217
C -0.759 -0.900 -0.936
C 1.539 -0.358 -0.290
C -0.861 -0.006 -0.639
C 0.936 -0.298 1.629
C -1.023 -0.136 0.189
C 0.255 0.421 -0.200
C 0.548 -0.970 -1.221
C -1.679 -7.192 1.054
O 3.457 2.782 -3.401
O -0.662 6.705 2.482
P 0.200 -0.048 -0.590
C -0.551 -1.289 -0.030
C 1.348 -1.056 -0.641
C -0.161 -1.331 -0.114
H -1.544 -1.192 -1.980
H -2.051 0.952 0.802
H -0.049 -1.629 1.645
H 0.511 1.436 1.177
H -0.083 1.154 -1.979
H -0.270 -1.078 -2.089
H 1.325 1.559 -1.474
H -1.841 -0.013 1.079
H 1.960 -1.336 0.622
H -1.432 -1.515 0.721
H -1.124 0.921 -1.297
H 1.666 -0.375 1.046
H -1.274 -1.811 -0.585
H 0.444 1.922 -0.233
H -0.658 -1.377 -1.323
H -0.274 -1.784 1.170
H 0.551 -0.927 -1.891
H 0.747 -1.014 -1.215
H 1.753 0.397 0.990
H -1.523 1.223 -0.713
H -2.150 -1.021 0.239
H 0.243 0.093 2.353
H 0.148 -0.905 1.525
H 0.714 1.887 1.139
H 0.605 -1.919 -0.041
H -0.016 2.320 0.039
H 1.642 -1.116 -0.334
H -1.360 -0.122 1.748
H -1.380 0.026 -1.412
H 0.305 1.984 0.897
H 1.479 0.866 0.910
H -0.353 -1.458 1.335
H 2.116 -0.215 -0.204
H -0.607 -0.324 -2.293
H 1.847 0.175 -0.726
H -0.769 -1.120 -1.586
H -1.215 1.796 0.440
H -1.375 1.033 1.176
H 0.658 -1.642 0.808
H 1.438 1.790 -0.215
H 0.188 1.471 -1.284
H -0.755 1.044 1.909
H -0.442 1.509 -1.568
H -1.455 0.777 1.614
H 0.159 -1.970 -0.186
C 0.058 0.355 0.680
C 0.649 -0.379 0.042
O 0.143 0.542 -0.613
S -0.979 -0.301 0.901
O -0.020 1.210 0.216
O 0.190 -8.089 6.203
O -0.878 -0.976 0.017
H 0.071 -0.072 0.000
H -0.210 -0.030 -0.212
H -0.192 0.021 -0.172
H 0.070 0.085 0.087
C -0.462 0.235 -0.188
C 0.493 0.066 -0.271
O 0.026 -0.379 -0.212
S -0.788 0.125 -0.033
O -1.234 0.009 -0.580
O 2.727 7.321 -6.668
O 0.373 0.457 0.551
H 0.058 0.068 -0.016
H 0.062 -0.156 0.238
H -0.045 -0.130 0.249
H -0.059 -0.007 -0.118
C -0.180 -0.219 -0.178
C 0.355 0.607 -0.293
O 0.531 -0.810 -0.042
S 0.312 0.175 -0.379
O -0.668 -0.850 -0.808
O 0.248 1.245 0.385
O -0.131 0.009 1.507
H 0.755 0.199 0.598
H 0.141 -0.146 0.198
H 0.101 -0.276 0.187
H -0.015 -0.017 -0.070
C -0.171 -0.594 -0.418
C -0.300 -0.381 0.626
O -0.429 1.099 0.050
S -0.490 -0.346 -0.638
O -1.955 0.179 -1.918
O 0.495 -0.659 1.256
O 1.186 0.397 0.082
H 0.029 -0.059 0.068
H 0.221 0.378 -0.082
H 0.133 0.300 -0.070
H -0.073 -0.047 -0.063
C 0.714 -0.086 0.174
C -0.310 -0.548 0.200
O -0.535 -3.756 -5.903
S 0.727 -0.716 0.825
O 0.938 -0.206 -0.848
O -0.940 -0.084 0.859
O -0.480 0.863 0.016
H -0.040 -0.017 0.093
H -0.182 0.187 -0.178
H -0.069 0.254 -0.185
H 0.068 -0.029 -0.021
C -0.476 -0.177 0.391
C -0.149 0.551 -0.304
O 0.010 -0.595 -0.622
S 0.237 -0.074 -0.086
O -0.956 -1.007 0.281
O 0.145 1.446 0.138
O 0.761 0.182 0.580
H 0.001 0.093 0.008
H 0.264 -0.118 -0.103
H 0.238 -0.202 -0.018
H -0.106 -0.033 -0.001
C 0.710 0.198 0.057
C 0.170 -0.772 -0.067
O -0.586 0.413 -0.831
S -0.010 -0.066 0.050
O 0.807 0.913 -0.670
O -0.083 -1.215 0.629
O -0.559 0.257 0.845
H 0.007 -0.075 0.053
H -0.271 0.101 0.039
H -0.243 0.144 -0.003
H 0.138 0.030 -0.075
C -0.607 0.180 0.099
C 0.383 0.442 0.446
O 0.256 0.085 -0.829
S 0.083 0.707 0.532
O -1.168 0.325 -0.878
O 0.664 3.581 5.588
O 0.134 -0.926 0.322
H 0.024 0.009 0.090
H 0.162 -0.202 -0.165
H 0.056 -0.232 -0.206
H -0.076 0.085 -0.033

charge: -1
calculated total energy: -8274.92869 Ha


Question: Which formula does entry 1 have?
Answer: C5H24NO7


Question: Which of these has the lowest calculated total energy?
Answer: C43H77NO40PS8


Question: Which of these has the lowest calculated total energy?
Answer: C43H77NO40PS8


Question: Which value of calculated total energy does entry 1 give?
Answer: -786.11266 Ha